# 1
C32H51BI2O14P2 | wB97M-V/def2-TZVPD

Structure (XYZ):
```
102
Properties=species:S:1:pos:R:3:forces:R:3:mulliken_charge:R:1
C -2.5922 3.6671 0.7086 0.47 -0.73 -0.31 -1.2484
C -2.1327 2.2904 0.1578 0.26 0.33 1.29 -0.1734
O -3.2767 1.4761 -0.0889 0.76 0.35 -0.79 -0.2689
C -2.9189 0.3537 -0.8690 -1.01 -0.95 -0.21 -1.1629
C -2.6086 -0.8722 -0.0071 -0.09 0.34 0.20 1.2649
C -1.5055 -1.6152 -0.1397 -0.01 -0.30 0.55 1.1720
C -0.4077 -1.2819 -1.1559 -0.69 0.15 -0.09 -1.6392
O 0.6746 -2.1907 -1.1526 0.01 0.52 0.01 -0.4369
C 1.6320 -1.8837 -0.2159 0.86 -0.02 0.96 -0.1100
C 2.3456 -0.6828 -0.2113 -0.67 0.27 -0.88 -0.1977
C 3.2995 -0.3881 0.7459 -0.05 0.05 -0.09 -0.6672
C 3.5980 -1.3151 1.7411 0.02 0.51 -0.18 -0.6336
C 2.9177 -2.5243 1.7397 0.58 0.33 0.26 -0.6596
C 1.9567 -2.7996 0.7753 -0.23 -1.01 0.38 0.3640
C -1.4163 -2.8249 0.7990 -0.08 0.61 -0.59 -0.0711
O -0.9905 -3.8889 0.4136 -0.11 0.23 0.51 -0.6511
C -1.9410 -2.5873 2.2091 0.74 -0.28 -0.34 0.9738
B -1.1183 -3.2668 3.4048 -0.44 0.18 -0.57 1.0539
O -1.3895 -4.5855 3.7193 -0.01 0.46 0.17 -0.7069
O -0.1704 -2.4813 3.9917 -0.37 -1.11 0.15 -0.4946
C 0.6020 -3.1223 5.0157 1.06 0.92 0.38 -0.7958
C -3.0290 -1.8263 2.3544 -0.01 0.02 -0.08 0.3262
C -3.6199 -1.5807 3.7161 -0.14 -0.36 -0.72 -1.2186
I -4.6047 -3.2970 4.5722 0.22 0.50 -0.30 0.0104
C -3.5625 -0.4468 4.3976 -0.24 0.11 0.32 0.4592
C -4.1068 -0.1705 5.7791 0.44 0.51 -0.07 -1.3919
I -2.5724 1.2135 3.4860 -0.37 -0.60 0.44 0.1922
C -3.6362 -1.2507 1.0688 0.07 0.33 0.23 -0.1363
O -4.8257 -1.0928 0.9231 0.56 0.04 0.04 -0.6179
H -3.6505 3.5727 0.9788 0.23 0.32 -0.19 0.3218
H -2.3973 4.4180 -0.0634 -0.46 0.04 0.30 0.2447
H -2.0228 3.9520 1.6040 -0.13 -0.11 -0.21 0.3500
H -1.5209 1.7764 0.9231 0.01 0.13 -0.33 0.2535
H -1.4786 2.4150 -0.7219 -0.49 -0.11 -0.03 0.3065
H -2.1093 0.5775 -1.5819 -0.09 -0.02 0.41 0.4790
H -3.7951 0.1083 -1.4956 0.17 0.07 0.30 0.3155
H -0.8397 -1.2472 -2.1678 0.26 -0.33 0.25 0.3566
H -0.0892 -0.2465 -0.9409 0.12 -0.37 -0.01 0.2703
H 2.1241 0.0372 -1.0026 0.14 -0.09 0.22 0.4970
H 3.7906 0.5829 0.6769 0.02 -0.31 0.18 0.3781
H 4.3497 -1.0533 2.4850 -0.20 -0.29 -0.09 0.4238
H 3.1845 -3.2465 2.5120 -0.30 -0.03 -0.31 0.5322
H 1.4759 -3.7768 0.8436 -0.09 0.36 -0.34 0.5215
H -1.7718 -4.6951 4.5982 0.21 -0.20 -0.02 0.2545
H 0.1392 -2.9587 6.0007 -0.05 -0.35 -0.33 0.3102
H 0.8297 -4.1743 4.8124 -0.44 0.18 0.04 0.3296
H 1.5686 -2.5936 5.0521 -0.34 -0.14 -0.07 0.2595
H -3.2567 0.1118 6.4217 -0.33 -0.09 -0.09 0.3306
H -4.7853 0.6932 5.7529 0.16 -0.21 -0.04 0.3376
H -4.6314 -1.0170 6.2308 0.17 0.09 -0.28 0.4008
C -2.7866 11.1976 -1.2245 -0.10 0.01 -0.16 -1.0784
C -2.9761 9.7207 -0.9320 0.23 0.22 0.39 -0.2380
O -4.1739 9.2347 -1.5303 0.51 0.30 -1.14 -0.3566
P -4.1458 8.3488 -2.9178 -4.06 -2.05 5.92 1.1332
O -2.9537 7.4683 -2.7258 0.94 1.67 -2.90 -0.7605
O -5.3462 7.2832 -2.6157 0.16 0.34 -0.79 -0.3520
C -5.1577 5.8857 -2.8431 -0.01 -0.27 0.26 -0.5156
C -4.9189 5.1758 -1.5273 -0.04 0.01 0.11 -0.6988
O -5.2905 9.2993 -3.6370 2.47 -0.37 -1.66 -0.3894
C -4.9112 10.5676 -4.1731 -0.08 0.57 -0.18 -0.1180
C -3.7242 10.4777 -5.1093 0.06 -0.16 0.06 -1.1650
H -2.5919 11.3581 -2.2883 0.05 0.01 0.02 0.2116
H -1.9411 11.5970 -0.6623 -0.01 -0.03 0.00 0.4066
H -3.6820 11.7638 -0.9641 0.03 -0.02 0.07 0.2705
H -2.0984 9.1623 -1.2599 -0.14 -0.18 -0.07 0.2946
H -3.0761 9.5720 0.1452 -0.08 -0.07 -0.04 0.3374
H -4.3422 5.7049 -3.5434 0.07 0.07 0.09 0.3366
H -6.0715 5.5063 -3.3056 -0.05 0.16 0.00 0.3698
H -4.0628 5.5951 -1.0009 0.07 0.03 -0.16 0.1151
H -4.7454 4.1093 -1.6857 -0.02 0.00 0.02 0.3163
H -5.7823 5.2950 -0.8700 -0.04 -0.05 -0.07 0.2791
H -4.7228 11.2693 -3.3568 0.07 -0.10 0.08 0.1794
H -5.7758 10.9457 -4.7203 -0.08 -0.18 0.08 0.3210
H -2.8252 10.1428 -4.5779 0.00 0.07 0.00 0.3594
H -3.5116 11.4497 -5.5551 0.03 -0.02 0.02 0.3745
H -3.9179 9.7589 -5.9073 -0.04 0.06 -0.02 0.3469
C 8.6584 -6.0686 -2.0242 -0.02 -0.15 0.10 -1.0934
C 7.2048 -5.6339 -2.0624 0.26 0.30 -0.30 -0.1882
O 6.3367 -6.7524 -1.9080 0.53 -0.18 1.16 -0.3722
P 5.5874 -7.0688 -0.4763 -3.72 -0.12 -6.51 1.1150
O 5.2055 -5.7077 0.0077 2.04 -1.03 2.66 -0.7043
O 4.1405 -7.6062 -1.0094 0.45 -0.33 0.71 -0.3694
C 2.9237 -7.1093 -0.4483 -0.29 0.23 -0.20 -0.4070
C 2.2924 -6.1032 -1.3874 -0.02 0.09 -0.13 -0.9205
O 6.0766 -8.6486 -0.4831 0.66 1.44 2.54 -0.3933
C 7.4173 -8.9675 -0.1100 0.49 -0.32 0.01 -0.1174
C 7.8168 -8.3615 1.2193 -0.12 0.13 0.01 -1.1606
H 8.9267 -6.4301 -1.0277 0.03 0.05 0.00 0.2138
H 9.3172 -5.2343 -2.2697 -0.03 0.00 0.00 0.4113
H 8.8403 -6.8808 -2.7296 -0.01 0.06 -0.05 0.2635
H 7.0264 -4.8692 -1.3053 -0.22 -0.09 0.04 0.2549
H 6.9819 -5.1907 -3.0351 -0.09 -0.06 0.02 0.3438
H 3.0909 -6.6784 0.5392 0.08 0.07 -0.07 0.3206
H 2.2538 -7.9623 -0.3200 0.13 -0.09 -0.05 0.3760
H 2.9730 -5.2793 -1.6054 0.03 0.01 0.18 0.2395
H 1.3746 -5.6945 -0.9593 -0.01 -0.01 -0.02 0.2556
H 2.0520 -6.5751 -2.3419 -0.05 -0.05 0.06 0.3717
H 8.1015 -8.6662 -0.9071 -0.07 0.12 -0.02 0.1819
H 7.4716 -10.0550 -0.0426 -0.20 0.02 -0.07 0.3218
H 7.8162 -7.2659 1.1711 0.07 -0.02 -0.02 0.3502
H 8.8173 -8.6872 1.5053 -0.01 0.03 0.00 0.3735
H 7.1141 -8.6537 2.0015 0.04 -0.06 -0.01 0.3461
```
Positions in Å, forces in eV/Å.

Output
Calculated total energy in eV: -98132.489
SMILES: CCOCC1=C(COc2ccccc2)C(=O)C(B(O)OC)=C(/C(I)=C(/C)I)C1=O.CCOP(=O)(OCC)OCC.CCOP(=O)(OCC)OCC
Relative energy (zero: lowest compared OMol25 entry of this formula, charge and spin) in eV: 1.574
Largest force on an atom in eV/A: 7.5
Kohn-Sham gap in eV: 8.21

---

# 2
C32H51CaN9OP | wB97M-V/def2-TZVPD

Structure (XYZ):
```
95
Properties=species:S:1:pos:R:3:forces:R:3:mulliken_charge:R:1
Ca -0.8516 -0.1610 -0.8053 -0.25 0.23 -0.37 4.1790
C -0.7289 4.3737 -0.0772 -0.02 0.06 0.04 -2.2867
C -0.6074 2.8730 -0.0528 0.05 -0.17 -0.02 -0.0645
N -0.4720 2.1464 -1.1494 0.12 0.00 0.15 0.8616
C -0.4060 2.6814 -2.5046 -0.13 -0.15 0.12 -1.3014
C -0.9085 1.6246 -3.5091 0.12 -0.06 0.14 -0.6160
N -0.0739 0.4032 -3.5155 -0.41 -0.02 -0.17 0.3056
C -0.7140 -0.7928 -4.1049 0.04 0.05 0.14 -0.7317
C -0.2174 -2.1106 -3.4846 0.03 0.12 0.11 -0.7679
N -0.5891 -2.1701 -2.0694 -0.26 -0.31 0.04 0.5541
C -0.0966 -3.2788 -1.2403 0.05 0.23 0.05 -1.1139
C -0.6158 -3.1949 0.2187 0.04 0.25 -0.02 -1.1716
N -0.4623 -1.8442 0.7700 -0.01 -0.18 0.09 0.8406
C -0.7056 -1.4910 1.9669 -0.04 0.44 0.07 -0.4353
C -1.1054 -2.4130 3.0792 0.03 -0.04 0.04 -1.9096
C -0.6581 0.0237 2.2671 -0.01 -0.26 -0.37 0.4195
C -0.7500 0.5623 3.5259 -0.04 0.25 0.18 -0.7393
C -0.8813 1.9924 3.6170 0.05 -0.30 0.01 -1.3375
C -0.8836 2.7740 2.4927 0.14 0.06 -0.04 -1.0680
C -0.6799 2.1810 1.2165 -0.02 -0.12 -0.12 0.4403
N -0.5807 0.8038 1.1769 0.19 0.03 0.43 1.0484
H -0.2883 4.7927 -0.9795 0.02 -0.01 0.01 0.5256
H -0.2323 4.8328 0.7775 -0.01 0.00 0.00 0.5382
H -1.7772 4.6841 -0.0481 0.00 -0.02 -0.01 0.2770
H 0.6268 2.9496 -2.7620 0.01 0.02 0.01 0.3238
H -1.0205 3.5764 -2.6393 -0.01 0.01 -0.04 0.6004
H -0.9044 2.0466 -4.5154 -0.01 0.04 0.00 0.4730
H -1.9509 1.3815 -3.2543 -0.02 0.01 -0.02 0.2966
H 0.1647 0.1970 -2.5670 0.81 0.05 -0.18 -1.1467
H -0.5043 -0.8037 -5.1758 -0.04 -0.05 -0.02 0.5811
H -1.8062 -0.7540 -3.9850 -0.01 0.02 0.01 0.3261
H 0.8724 -2.1790 -3.5744 0.01 0.01 0.05 0.0129
H -0.6398 -2.9458 -4.0554 0.03 0.01 -0.06 0.5020
H -1.6186 -2.1177 -1.9784 0.12 -0.05 0.00 -0.1957
H 0.9954 -3.2368 -1.2345 0.00 0.00 -0.01 0.1169
H -0.3878 -4.2563 -1.6444 0.02 -0.04 0.03 0.4399
H -0.0867 -3.9369 0.8226 0.01 -0.06 -0.05 0.6936
H -1.6785 -3.4524 0.2237 -0.02 0.04 0.04 0.2416
H -1.4192 -3.3818 2.6980 0.02 0.00 -0.01 0.5119
H -1.9231 -1.9849 3.6568 0.00 0.00 0.00 0.4461
H -0.2669 -2.5728 3.7634 0.00 0.02 0.00 0.2690
H -0.7946 -0.0520 4.4147 -0.07 0.01 -0.01 0.5323
H -1.0352 2.4465 4.5875 0.00 0.01 0.00 0.4219
H -1.0527 3.8396 2.5829 0.03 -0.01 0.01 0.5442
C 3.2049 0.3000 -3.0290 -0.02 -0.03 0.01 -1.3002
C 2.8670 -0.6466 -1.9139 0.11 0.10 -0.01 1.2546
C 3.5267 -1.9984 -1.9384 0.04 0.02 -0.02 -1.5678
O 2.1090 -0.3296 -1.0143 -0.18 0.02 -0.20 -0.4331
H 4.2334 0.1737 -3.3665 -0.01 0.00 -0.01 0.4208
H 3.0123 1.3260 -2.7226 0.00 0.00 0.00 0.2663
H 2.5333 0.0833 -3.8646 0.02 0.01 -0.01 0.2593
H 4.6073 -1.8618 -1.8398 -0.01 -0.03 -0.01 0.4447
H 3.3650 -2.4833 -2.9033 0.00 0.00 0.00 0.4654
H 3.1597 -2.6284 -1.1324 -0.01 0.01 0.01 0.2551
C -4.2058 1.8172 -0.6347 0.01 0.04 -0.02 -0.6615
C -4.9595 0.6016 -1.0778 -0.04 -0.04 -0.01 1.2251
C -6.3061 0.6667 -1.3591 0.05 -0.04 0.00 -0.7753
C -7.0164 -0.4763 -1.7298 -0.07 0.01 -0.02 -0.7108
C -6.3804 -1.7178 -1.7861 0.03 0.05 0.03 -0.7561
C -5.0367 -1.8356 -1.5107 -0.01 -0.02 -0.01 0.7815
C -4.3637 -3.1733 -1.5297 0.01 -0.04 -0.06 -0.9953
C -4.2441 -0.6615 -1.1923 0.10 0.15 0.07 -1.4867
N -2.9483 -0.7178 -1.0251 -0.57 -0.28 -0.19 -0.9478
H -4.8428 2.7018 -0.6653 0.00 0.00 0.01 0.4212
H -3.3247 1.9877 -1.2572 -0.01 0.00 -0.02 -0.2107
H -3.8312 1.6909 0.3854 0.00 -0.01 -0.01 0.1473
H -6.8240 1.6167 -1.2873 0.00 0.00 -0.01 0.3920
H -8.0710 -0.4015 -1.9629 0.00 -0.01 0.02 0.3758
H -6.9562 -2.5997 -2.0443 0.00 0.00 0.00 0.3962
H -5.0801 -3.9700 -1.7306 -0.01 0.01 0.00 0.4215
H -3.8809 -3.3719 -0.5702 0.01 0.01 0.00 0.0941
H -3.5818 -3.2210 -2.2931 -0.01 0.02 -0.01 0.1612
C 3.5109 1.5268 4.1272 0.00 0.02 -0.04 -0.7781
N 3.4805 1.9837 2.6599 -0.03 -0.05 0.01 0.2127
C 4.8639 1.7358 2.0584 -0.03 0.00 0.01 -0.8063
N 5.2495 0.3769 2.2073 0.00 -0.02 -0.05 0.1726
C 5.2408 -0.0024 3.6193 -0.04 0.00 -0.04 -0.9157
N 3.9286 0.1744 4.2337 -0.03 -0.01 -0.01 0.1794
C 2.9345 -0.7593 3.6737 0.03 0.20 0.11 -1.2472
P 2.6285 -0.5627 1.8509 -0.04 -0.47 0.10 0.9436
C 2.3982 1.2677 1.8936 0.00 0.15 -0.01 -1.0200
C 4.4290 -0.5270 1.3814 0.06 0.19 0.04 -1.0756
H 2.5034 1.6716 4.5163 -0.01 -0.02 0.00 0.4179
H 4.2133 2.1930 4.6296 0.00 -0.01 0.02 0.3298
H 3.2834 2.9845 2.6405 0.00 0.01 -0.01 0.4108
H 5.5497 2.3950 2.5921 0.01 -0.01 0.00 0.3510
H 4.8064 2.0238 1.0092 0.02 0.00 -0.01 0.3608
H 5.9700 0.6111 4.1516 -0.01 0.01 0.01 0.3322
H 5.5328 -1.0473 3.7056 0.02 0.01 0.01 0.3987
H 1.9862 -0.6141 4.1971 0.00 -0.02 0.00 0.4090
H 3.2601 -1.7814 3.8753 0.03 0.01 0.00 0.4460
H 1.4498 1.5090 2.3721 0.04 0.00 0.02 0.1148
H 2.3692 1.6643 0.8767 0.01 -0.01 0.00 0.5414
H 4.5254 -0.2132 0.3401 -0.03 -0.04 -0.01 0.4293
H 4.8374 -1.5366 1.4528 0.02 0.01 0.02 0.4183
```
Positions in Å, forces in eV/Å.

Output
Calculated total energy in eV: -77191.686
Total charge: +1
Relative energy (zero: lowest compared OMol25 entry of this formula, charge and spin) in eV: 1.235
Largest force on an atom in eV/A: 0.8
Kohn-Sham gap (spin up / spin down) in eV: 5.67 / 5.06

---

The highest calculated total energy belongs to which entry?
C32H51CaN9OP

---

Look up the relative energy (zero: lowest compared OMol25 entry of this formula, charge and spin) of the first one.
1.574 eV

---

The highest largest force on an atom belongs to which entry?
C32H51BI2O14P2

---

Which value of calculated total energy does entry 1 give?
-98132.489 eV